Entry 1:
ORCA calculation (the ωB97M-V functional and the def2-TZVPD basis) on a 2-piece molecular cluster, C3H9N2O2 overall.

The total charge is +1. For the HOMO energy, the calculation gives -14.80 eV. The largest force on an atom is 0.065 hartree/bohr.

Each line ends with the Löwdin charge.
Cartesian coordinates (Å):
1 C -1.3829 -0.0386 0.4478  -0.479
2 C 0.9624 -0.3565 1.3710  -0.012
3 C 0.1172 -0.5799 0.1779  -0.243
4 N -2.0785 0.2072 -0.6829  0.192
5 N 1.0529 1.1043 -1.0427  0.099
6 O -1.7873 0.0326 1.5537  0.159
7 O 0.1853 -1.5101 -0.6919  0.187
8 H 0.8960 0.6003 1.9705  0.138
9 H 2.0803 -0.6046 1.2820  0.138
10 H 0.3601 -0.9594 2.0581  0.115
11 H -1.9091 -0.3364 -1.5060  0.111
12 H -3.0460 0.5196 -0.5417  0.146
13 H 1.7754 1.5975 -0.4949  0.088
14 H 0.3536 1.7486 -1.4461  0.085
15 H 1.5202 0.7195 -1.9021  0.102
16 H 0.9005 -2.1442 -0.5527  0.173

Atomic forces in eV per Å
0.877 -0.868 -2.498
1.474 -0.219 0.638
-0.840 3.007 1.167
-0.788 0.536 0.248
0.105 -0.480 -1.163
0.111 0.430 1.635
-0.220 -0.700 0.069
-0.311 -0.535 -1.573
-1.881 -0.168 0.108
0.636 -0.770 0.496
0.222 -0.014 -0.349
0.589 -0.342 -0.101
-0.690 -0.046 -0.490
0.516 -0.089 0.722
-0.375 0.292 1.212
0.574 -0.035 -0.121

Entry 2:
ORCA calculation (the ωB97M-V functional and the def2-TZVPD basis) on a 9-piece molecular cluster, C54H45F9 overall.

As for the multiplicity: 2. The total charge is +1. For the HOMO energy (alpha / beta), the calculation gives -10.53 / -10.53 eV. As for the expectation value of S²: 0.767. The largest force on an atom is 0.070 hartree/bohr.

Each line ends with the Löwdin charge.
Cartesian coordinates (Å):
1 F -2.2175 -2.6361 5.3179  -0.002
2 C -3.4511 -2.9441 5.8956  -0.220
3 C -4.0192 -1.8765 6.5553  -0.013
4 C -5.2359 -2.1374 7.2212  -0.066
5 C -5.8592 -3.3902 7.2147  -0.090
6 C -5.2357 -4.3890 6.5302  -0.123
7 C -4.0474 -4.2432 5.8679  -0.011
8 H -3.5807 -0.8916 6.6191  0.097
9 H -5.6560 -1.3325 7.8059  0.101
10 H -6.8286 -3.4944 7.6793  0.105
11 H -5.6556 -5.3840 6.5243  0.108
12 H -3.5742 -5.0924 5.3975  0.111
13 F 4.0194 -4.6025 0.3820  0.042
14 C 4.3543 -3.2796 0.4501  -0.271
15 C 4.1098 -2.4386 -0.6383  -0.007
16 C 4.4603 -1.0811 -0.5630  -0.071
17 C 5.0596 -0.6143 0.6174  -0.101
18 C 5.2057 -1.4629 1.6957  -0.069
19 C 4.8765 -2.8344 1.6200  -0.003
20 H 3.6357 -2.8387 -1.5224  0.092
21 H 4.3003 -0.3975 -1.3836  0.090
22 H 5.3910 0.4133 0.5897  0.092
23 H 5.5546 -1.0248 2.6191  0.104
24 H 5.0345 -3.5125 2.4456  0.122
25 F -0.7680 2.9629 1.9010  0.050
26 C -0.6148 3.9899 1.0163  -0.313
27 C -1.6507 4.7771 0.7556  -0.052
28 C -1.6220 5.7784 -0.1689  -0.086
29 C -0.4404 6.0398 -0.8460  -0.096
30 C 0.6654 5.2147 -0.6554  -0.037
31 C 0.5126 4.1664 0.2777  -0.006
32 H -2.5570 4.4446 1.2398  0.138
33 H -2.4960 6.3542 -0.4351  0.117
34 H -0.3062 6.9218 -1.4546  0.111
35 H 1.6238 5.3408 -1.1369  0.104
36 H 1.3171 3.4764 0.4849  0.118
37 F -4.4895 -2.6063 -2.3283  0.054
38 C -3.3984 -2.5065 -3.1420  -0.241
39 C -3.5604 -2.6775 -4.5283  -0.003
40 C -2.4473 -2.6555 -5.3377  -0.089
41 C -1.2021 -2.2952 -4.8390  -0.092
42 C -1.0639 -2.0677 -3.4336  -0.095
43 C -2.1669 -2.1914 -2.5890  -0.019
44 H -4.5003 -2.9646 -4.9761  0.120
45 H -2.4481 -2.7990 -6.4081  0.111
46 H -0.2999 -2.3079 -5.4326  0.101
47 H -0.1504 -1.7452 -2.9562  0.076
48 H -2.0697 -1.9492 -1.5410  0.111
49 F 1.5330 -3.7762 -2.3619  0.040
50 C 2.3284 -4.7453 -2.8138  -0.301
51 C 2.8768 -4.5213 -4.0824  -0.025
52 C 3.6583 -5.4770 -4.7210  -0.074
53 C 3.9990 -6.6225 -4.0066  -0.093
54 C 3.4952 -6.8705 -2.7270  -0.062
55 C 2.5956 -5.9483 -2.1402  -0.006
56 H 2.6893 -3.5947 -4.6045  0.107
57 H 4.0280 -5.3826 -5.7314  0.106
58 H 4.7048 -7.3839 -4.3040  0.102
59 H 3.6920 -7.8025 -2.2180  0.106
60 H 2.0867 -6.1351 -1.2061  0.109
61 F 0.2738 0.5290 -0.4990  0.049
62 C 0.1745 -0.5717 0.2254  -0.294
63 C -0.2048 -0.4524 1.5801  0.011
64 C -0.4106 -1.6427 2.2816  -0.054
65 C -0.1061 -2.9019 1.7462  -0.067
66 C 0.3696 -2.9398 0.4727  -0.090
67 C 0.5794 -1.8019 -0.2582  -0.048
68 H -0.4966 0.4895 2.0206  0.092
69 H -0.7937 -1.5845 3.2897  0.095
70 H -0.3516 -3.8095 2.2776  0.112
71 H 0.5453 -3.9361 0.0946  0.108
72 H 0.9949 -1.7993 -1.2551  0.087
73 F -0.8431 2.3464 -6.2922  0.162
74 C -1.2072 2.4584 -4.9987  -0.166
75 C -1.1851 1.3235 -4.1931  0.059
76 C -1.4016 1.4655 -2.8424  0.017
77 C -1.7402 2.7256 -2.3135  0.083
78 C -1.7885 3.8612 -3.1459  0.024
79 C -1.4574 3.7342 -4.4848  0.065
80 H -1.0155 0.3371 -4.5989  0.119
81 H -1.3939 0.5833 -2.2195  0.106
82 H -1.9009 2.8653 -1.2547  0.126
83 H -2.0753 4.8034 -2.7028  0.114
84 H -1.4768 4.6356 -5.0795  0.144
85 F 4.2347 5.4300 -4.4369  0.024
86 C 3.6964 4.4721 -3.5559  -0.263
87 C 4.3295 4.0992 -2.4027  0.005
88 C 3.8242 2.9786 -1.7451  -0.066
89 C 2.6350 2.3623 -2.1135  -0.084
90 C 2.0225 2.8613 -3.2490  -0.072
91 C 2.5728 3.9153 -3.9789  -0.031
92 H 5.1938 4.6674 -2.0920  0.129
93 H 4.3886 2.6096 -0.9015  0.103
94 H 2.1994 1.5777 -1.5125  0.088
95 H 1.0966 2.4524 -3.6256  0.071
96 H 2.1091 4.2525 -4.8942  0.125
97 F -3.4082 1.4926 6.1314  0.023
98 C -2.7277 2.6826 5.9688  -0.225
99 C -1.8439 2.8509 4.8793  0.000
100 C -1.2312 4.0890 4.7523  -0.116
101 C -1.4473 5.0957 5.6112  -0.106
102 C -2.4024 4.9567 6.5968  -0.078
103 C -3.0438 3.7509 6.7947  -0.017
104 H -1.6286 2.0649 4.1705  0.098
105 H -0.5511 4.1894 3.9193  0.092
106 H -0.8314 5.9807 5.5505  0.110
107 H -2.6702 5.7914 7.2276  0.110
108 H -3.8003 3.7029 7.5640  0.119

Atomic forces in eV per Å
-1.105 -1.048 0.142
0.589 -0.242 -0.220
-1.404 -0.963 0.665
0.310 0.113 0.048
0.215 2.007 0.034
-0.303 -1.677 -0.206
1.731 2.046 -0.266
0.217 -0.133 -0.193
-0.218 0.099 -0.063
0.101 -0.251 0.149
-0.226 -0.094 -0.008
0.123 0.155 -0.125
0.066 0.636 -0.285
-0.541 -0.393 -0.823
-0.030 0.417 -0.053
0.286 -1.191 0.855
-0.597 -0.206 -1.121
0.058 -0.295 0.289
0.501 1.447 0.584
0.067 -0.078 -0.023
-0.038 -0.133 -0.195
0.024 0.097 0.587
0.253 -0.267 0.146
-0.052 0.046 0.058
0.414 0.545 -0.602
1.261 -1.108 -0.089
-3.518 -0.061 0.667
0.322 0.821 -0.918
1.005 0.237 -0.105
-0.935 -0.862 1.241
2.100 -0.428 -0.245
-0.457 0.545 0.177
-0.159 0.077 0.380
-0.338 -0.001 -0.299
-0.063 0.113 -0.155
0.344 0.002 -0.198
0.778 0.091 -0.601
-0.574 0.060 -0.587
-0.248 -0.691 0.821
1.307 0.913 -0.364
0.471 -0.180 2.405
-0.814 -0.052 -1.068
-0.087 0.371 -0.450
-0.256 0.134 0.322
-0.675 -0.288 -0.064
-0.103 0.131 -0.299
0.302 -0.211 -0.359
-0.078 -0.275 0.196
-0.553 0.198 0.822
1.536 -1.633 -1.605
-0.058 -0.070 -0.229
0.246 -0.628 0.914
0.112 -0.625 1.155
-1.319 1.350 -0.154
-0.045 0.647 -0.487
-0.278 0.153 0.091
-0.015 0.409 0.008
-0.014 0.161 -0.849
0.181 0.049 0.037
0.180 -0.100 0.168
0.222 1.247 -1.167
0.328 -1.542 3.135
-0.689 -0.940 -1.004
0.358 0.066 0.380
-0.973 1.285 0.703
0.326 -1.468 -0.089
-0.229 1.434 -1.333
0.151 0.124 -0.097
-0.053 0.037 0.118
0.170 0.040 0.148
0.369 0.150 -0.560
0.064 -0.337 -0.032
-0.781 0.118 1.930
1.168 0.368 -2.031
-0.229 -1.055 1.173
-0.338 -0.620 -0.858
0.392 0.050 0.337
0.214 -0.053 -1.254
-0.943 1.397 1.317
0.110 -0.051 -0.229
0.098 0.057 0.086
-0.110 -0.140 0.141
0.153 0.097 -0.189
0.172 -0.226 -0.435
-0.412 -0.951 1.712
2.174 2.360 -1.378
0.316 -0.248 0.033
0.469 0.442 0.709
0.218 0.531 -0.395
-0.450 0.159 -0.288
-2.452 -1.584 -0.686
0.207 -0.326 0.154
-0.094 -0.004 0.236
0.088 -0.175 -0.127
-0.024 -0.215 0.157
0.022 0.038 -0.073
0.755 0.940 -0.119
-0.126 -0.250 -1.084
-0.998 -0.280 1.288
0.661 -1.879 -1.560
0.032 1.580 1.040
-0.025 0.162 0.384
-0.185 -0.188 -0.072
-0.159 -0.147 0.132
0.204 0.188 0.093
-0.261 0.285 -0.110
0.121 0.048 0.116
-0.031 -0.405 -0.002